C6H18InO8P2 as an isolated structure in a non-equilibrium geometry, computed with ωB97M-V/def2-TZVPD.

The geometry in XYZ format:
```
35
Properties=species:S:1:pos:R:3:forces:R:3:mulliken_charge:R:1
In 0.93632 0.15640 -0.25842 8.43 6.90 -6.10 1.513
P 0.71692 -2.70999 0.32171 1.84 -15.30 1.28 0.596
P -0.12268 2.96921 -0.57723 -6.21 13.79 -1.74 0.958
O -0.65156 -3.54936 0.09377 3.05 2.34 0.80 -0.241
O 0.54484 1.70114 -0.36930 -0.80 11.71 -1.09 -0.337
O 1.87231 -3.36534 -0.66206 -3.18 6.39 1.45 -0.295
O 0.83641 4.20261 -1.01467 -0.60 -6.70 0.09 -0.377
O -0.84585 3.58811 0.75191 1.91 -2.15 -1.86 -0.231
O 0.61005 -1.26186 0.23537 -4.46 -17.79 6.77 0.392
O 1.20338 -3.36506 1.71223 -2.15 1.74 -1.41 -0.227
O -1.37419 2.98543 -1.65794 3.94 -0.10 0.53 -0.273
C 0.49245 5.55431 -0.90964 -1.56 2.46 0.29 -0.602
C 2.34469 -2.83119 2.35389 2.20 0.96 0.65 -0.504
C 2.16673 -4.72768 -0.66019 0.53 -2.51 -0.24 -0.710
C -1.67537 -2.99343 -0.73681 -0.95 0.14 -0.43 -0.592
C -1.57992 2.73621 1.64621 -0.84 -0.31 0.58 -0.426
C -2.42394 2.01816 -1.48932 0.05 0.27 -0.07 -0.217
H -0.59140 5.66168 -0.86642 -0.03 0.01 0.64 0.322
H 2.55163 -1.82983 1.97631 0.06 0.35 0.09 0.105
H 3.27155 -3.37741 2.17877 -0.34 -0.52 -0.51 0.297
H -1.38506 1.67514 1.49044 0.56 -0.26 0.12 0.091
H -3.19359 2.59047 -0.97141 -0.10 -0.96 0.77 0.242
H 1.58199 -5.32784 0.03694 -0.33 0.20 -0.13 0.380
H -2.65314 2.78084 1.46093 0.04 0.61 0.04 0.307
H -2.46297 -2.62855 -0.07753 -0.05 0.02 -0.23 0.289
H -2.05459 -3.77293 -1.39762 0.07 0.00 0.18 0.285
H 0.69543 6.10924 -1.82558 0.88 -0.41 0.05 0.285
H 1.00851 5.91704 -0.02071 -0.23 0.39 -0.30 0.299
H 2.31286 -2.75975 3.44108 -0.99 -0.18 -0.09 0.284
H 3.20437 -4.83947 -0.34569 0.03 0.01 -0.41 0.296
H 1.97712 -5.00441 -1.69728 0.35 -0.61 0.27 0.318
H -2.88756 1.64888 -2.40409 0.60 0.37 -0.40 0.287
H -1.26241 -2.20248 -1.36288 -0.18 0.15 -0.21 0.254
H -1.34256 3.03466 2.66733 -0.05 -0.09 -0.17 0.289
H -1.82084 1.21704 -1.06204 -1.52 -0.94 0.80 -0.058
```
Forces are in eV/Å.

Computed properties:
- Energy above the lowest of the compared OMol25 structures with the same formula, charge and spin: 6.979 eV
- Total charge: +3
- E_tot: -1712.82828 Ha
- E_HOMO: -0.7676 Ha
- 2S+1: 1